# C71H155N9O9

9 unconnected molecules or ions with the total composition C71H155N9O9 (ωB97M-V/def2-TZVPD, OMol25).

Positions of all 244 atoms, in Å:
H: 0.79221 1.23837 -4.53331
H: 0.90622 1.80469 2.58950
H: -3.12467 1.05416 6.83977
C: -3.46181 -5.31189 2.18980
H: 0.35757 7.77338 0.45331
H: 3.32130 -7.25553 0.19246
C: 1.06308 -2.95303 -6.26632
C: 0.04764 4.33229 -1.51503
H: 5.71634 -6.21555 1.08111
H: 4.22784 5.57768 -2.69422
H: 0.27449 -2.77968 3.86424
C: -0.55945 -2.40688 4.52032
H: -9.04556 -0.42440 3.17549
C: -0.83487 0.29360 -5.45735
H: 8.14826 6.71299 -1.42908
H: -0.55733 -0.70168 -1.17462
H: -3.05312 0.34054 0.27797
O: -2.68936 -5.99770 4.29639
H: 6.12905 -5.09704 2.30909
C: 5.27374 5.27923 -2.67076
H: 5.07154 3.58853 -0.23820
H: 1.31578 2.56698 -1.29729
N: -6.11823 0.83874 2.24940
C: -1.38094 -0.27235 -4.12720
C: 2.04756 -3.59574 2.01239
H: -6.20227 -6.09418 1.75942
H: -4.18970 1.18785 5.53544
H: -1.29750 4.42539 -3.13705
N: -2.55478 1.23894 3.33457
H: 3.49317 -7.21873 2.21540
H: -0.00780 -5.85293 0.70857
C: -4.99348 -5.15208 5.69267
H: -2.36195 -1.97243 -3.33518
H: -0.65969 -0.43780 1.83543
H: 1.81629 6.76592 0.39198
C: 0.79187 6.79473 0.08424
H: 3.89272 -2.22908 -3.70652
H: 4.42101 -2.19945 -1.00712
H: 1.87016 -2.49070 -5.75263
H: 0.44569 1.79956 -6.18669
H: -6.76136 -4.44689 1.51548
H: -6.37051 -1.78480 1.00716
C: 4.76107 4.37856 0.40815
H: 2.56397 -5.91774 2.99002
H: -1.58999 0.71536 -7.50275
C: 5.35636 6.26277 1.84139
C: 5.64803 0.36046 -1.32112
C: -5.96066 -5.06681 1.99442
H: -4.28647 -7.11334 1.57050
H: 1.55092 -6.06056 -1.84532
H: 1.62954 0.18918 2.30815
H: 1.39203 -6.69909 1.51857
C: -3.15351 1.40749 5.76401
N: 3.40506 -5.40873 0.23152
C: -2.20337 0.85434 4.72071
H: -8.28604 3.27819 1.19659
C: 6.85489 1.24213 -1.19791
H: 0.80800 -4.54353 -1.75730
C: -1.19343 -2.46377 -7.34532
H: 5.76700 -4.52303 0.69247
H: -2.46009 1.52298 -6.31790
C: -7.89809 2.44365 1.77894
H: 8.63601 4.31268 -0.62122
H: -2.01816 3.89393 -1.51321
H: -7.05095 -2.04872 3.64067
C: 1.37376 1.12210 1.85567
O: 4.19038 6.87727 -0.69694
H: -5.40373 1.63933 -0.41923
H: -6.02144 -5.22143 5.97946
H: 0.95580 3.07098 -2.91675
H: 1.47601 7.47124 -1.90939
C: -6.07616 -4.86164 3.49154
H: -2.70475 -7.33464 2.25048
C: 0.75884 6.83790 -1.42992
C: -0.23676 -2.16690 -6.11362
C: 0.06922 1.48621 -5.26705
H: 2.61294 -0.29404 -4.78531
H: -3.18065 2.56403 5.72837
H: -1.74700 6.81338 1.58883
H: -0.82731 -1.88832 -8.22687
H: 1.79038 -0.53767 -2.72305
C: 4.77728 0.52534 0.02747
H: -1.48897 -2.83710 4.18070
H: -5.62193 3.45642 2.67321
H: 5.38015 4.24321 -2.32661
C: 5.48555 -5.23473 1.44797
H: -2.49603 2.20960 3.17751
H: 3.70080 4.64287 0.28601
C: 6.06939 7.56454 -2.71570
H: 1.31906 5.15854 2.26100
H: -8.05827 -1.88200 1.40140
C: 1.72797 -5.05580 -1.46454
H: 1.49168 0.22797 -6.86911
H: 6.45090 2.24130 -1.01482
C: 0.53911 2.94329 -1.92065
C: -6.36402 -1.16642 3.56558
H: 2.23606 1.66377 1.52173
C: -3.30272 -6.71186 1.57671
H: 6.87473 4.17800 1.28300
H: -1.91763 0.92031 2.61302
C: 5.11238 -2.10686 -1.85569
N: -3.75831 -5.32577 3.63200
N: 5.60043 6.66542 -0.53487
C: -1.09017 -0.65254 -0.26426
C: -5.54433 3.11273 1.64942
H: -4.55157 2.63437 1.58723
H: 2.01734 5.14439 -1.69254
H: -6.69139 2.65059 -0.78227
H: 4.09827 -3.21866 1.37560
H: -1.95033 -4.35970 1.01210
C: -6.54600 1.99008 1.32942
N: 4.92021 0.71526 -2.55981
H: -1.34102 -2.41978 0.74949
H: -6.03277 -7.32789 5.17489
C: -2.16070 -4.56625 2.05233
H: -2.67582 0.55186 -1.34803
H: -2.33519 -3.61915 2.53743
C: 6.10676 6.28138 -1.89279
C: 5.70470 5.60833 0.57512
H: -9.79351 1.68177 2.54201
H: -6.29958 -0.52301 4.40376
H: 7.48864 1.24872 -2.05633
C: -8.26536 0.27871 2.93315
H: 6.63907 -1.35581 -0.45997
C: -4.58335 -4.54011 1.53012
H: -1.79137 5.58736 -1.87724
C: -1.58895 6.16758 0.75564
H: 6.08184 7.06261 2.12852
C: 4.00452 -5.20122 1.65975
C: -1.33569 4.60153 -2.05789
H: 2.20741 -3.03654 -0.03774
H: 2.93110 1.41001 -4.22616
H: -7.78416 2.91906 2.77128
H: -0.21996 7.05385 -1.86451
H: 1.09410 -4.00283 -5.97645
C: 1.97244 -5.15025 0.00965
H: -5.35895 -1.43623 3.24688
H: 7.09421 -1.02504 -2.15448
C: 7.50411 5.80683 -1.69178
O: 4.31940 1.97404 -2.29386
C: -6.45575 1.71948 -0.24004
H: -6.90506 0.80854 -0.59333
H: -1.03293 -3.60368 -5.02602
H: -1.35735 -5.12003 2.46553
H: -0.45149 -2.71219 5.57757
H: -7.48437 -0.72783 0.29594
H: -2.83692 -6.58413 0.59054
C: 3.54315 -6.23325 2.65749
H: 4.21866 -6.18601 3.47285
H: -5.61744 3.94908 0.98373
O: -0.69375 -1.01610 4.45179
H: -1.96349 6.79464 -0.06350
H: -6.00439 -3.77728 3.76187
N: 0.09011 4.43355 -0.03529
H: -2.72552 -0.15931 -6.52532
H: -2.13947 0.35880 -3.70734
H: 5.00497 7.80890 -2.74578
H: -4.46287 -5.86820 6.35496
H: -2.78718 -1.22797 4.27636
C: -1.97020 -1.64522 -4.32076
H: 5.44832 -3.14240 -1.93827
H: 0.68488 -1.16979 0.91782
H: 3.95865 -3.57759 3.07850
H: -4.49616 -3.53151 1.89526
H: 5.64145 5.27348 -3.71994
C: -0.13183 -0.42229 0.86796
C: -0.13396 5.73146 0.70429
O: -0.78377 3.40645 0.49010
C: -0.85003 -2.58450 -4.82208
H: 4.49763 2.53410 -3.08629
H: -9.24047 0.80033 1.03778
H: -2.47448 -5.37195 4.98991
H: 2.43219 0.62269 -1.58067
H: -0.43395 2.39082 -4.94156
N: -1.72453 -2.00256 -0.06955
C: 7.65612 4.61951 -0.79287
O: 0.70301 -0.24484 -7.16008
H: -7.84491 0.86450 3.74404
H: 7.20018 3.70949 -1.19073
H: -0.31756 2.19308 -1.88210
C: 4.59762 -1.60115 -3.23452
H: -5.62254 -7.61755 3.41115
H: 0.97070 5.52890 -3.06223
C: -5.02404 -5.65451 4.29963
H: -2.25567 -2.26519 -7.08130
C: 2.69518 -0.32085 -2.09760
H: 5.59836 0.63567 0.75608
C: -7.22922 -1.24673 1.26540
H: 4.20707 1.46818 0.08652
H: 7.77048 5.77351 1.06133
H: -0.60155 -0.38425 -3.39393
H: 6.43810 7.48150 -3.70558
N: 0.19032 -0.71902 -5.91086
H: 4.72568 3.86915 1.42793
C: -8.94108 1.29824 1.99664
C: 3.59128 -3.87584 2.10204
H: 7.90219 5.64163 -2.71205
H: -4.20448 0.86427 2.42574
H: 7.54314 1.06791 -0.32825
C: -6.97450 -0.34035 2.39450
H: 0.88693 -7.06000 -0.18693
H: 4.16631 0.50273 -5.13817
C: -1.99057 0.58781 -6.51875
H: 5.43798 5.45394 2.52827
C: -5.33789 -7.12278 4.34020
H: -2.25663 5.30555 0.86588
H: 1.83526 -2.57764 2.39379
H: -2.21201 -0.87265 5.89795
C: 3.36885 0.37863 -4.39291
C: 1.00092 5.44539 -1.96977
H: 4.00236 7.55580 -0.07435
H: -0.34481 4.82011 2.68199
H: -4.36078 -4.45084 0.39106
H: -1.10735 -3.56079 -7.45743
H: 4.33846 6.56895 1.65088
H: 5.42371 -1.39089 -3.92009
H: 1.40982 -4.25900 2.53835
C: -2.00080 -0.65528 4.86518
C: -2.22110 0.44975 -0.36873
H: -0.07022 -2.54737 -4.05279
H: -1.86196 1.41380 -0.09149
H: 4.18067 -0.40853 0.15333
H: -1.23043 1.25039 4.91470
C: 0.35227 5.56562 2.18716
H: 0.52187 -3.61103 0.43812
H: 0.20661 6.52012 2.69728
H: 2.72601 -1.12463 -1.32517
C: 3.88317 -0.21497 -3.06574
H: -4.49451 -7.64467 4.77081
C: 0.99532 -6.29127 0.56915
O: 0.52734 0.83185 0.75092
O: -4.80944 0.41144 1.77780
H: 6.43540 8.31138 -2.08258
H: 1.29028 -2.90892 -7.36027
C: 7.10931 5.06630 0.62518
H: -4.57018 -4.14055 5.81380
H: 2.55608 -4.55094 -2.06002
H: -0.31302 2.56385 0.70897
H: -2.80820 -1.66558 -4.97617
O: 3.69626 -6.63062 -0.45488
C: 6.21388 -1.13257 -1.42745
C: 1.61705 -3.71142 0.59504
H: -7.11435 -5.04763 3.75038
H: -2.71672 -1.81995 0.16772

SMILES = CC1(C)CCCC(C)(C)N1O.CC1(C)CCCC(C)(C)N1O.CC1(C)CCCC(C)(C)N1O.CC1(C)CCCC(C)(C)N1O.CC1(C)CCCC(C)(C)N1O.CC1(C)CCCC(C)(C)N1O.CC1(C)CCCC(C)(C)N1O.COC[C@H](C)N.COC[C@H](C)N
Molar mass = 1279.07 g mol⁻¹
Energy relative to the best compared isomer or geometry (same formula, charge and spin) = 288.0 kJ/mol
Highest occupied orbital energy = -8.087 eV
LUMO = 0.017 Eh
Charge = 0
Energy = -3967.70924 Eh

These are the Mulliken partial charges, in e, on atoms 1 to 6:
1. H -0.23
2. H 0.11
3. H 0.41
4. C 1.67
5. H 0.38
6. H 0.43